The following is a DFT calculation (wB97M-V/def2-TZVPD) of a structure of composition C16H24F6NO7PS3Ti.

The geometry in XYZ format:
```
59
Properties=species:S:1:pos:R:3:lowdin_charge:R:1
Ti -0.53305 -0.10098 -0.22092 0.5957
C -2.33375 2.09875 -0.22237 -0.3798
C -1.51006 2.88140 -1.24866 -0.3958
C -0.21658 3.15139 -0.58724 -0.1634
C -0.20221 2.59062 0.68047 -0.2295
C -1.43668 1.95282 0.95019 -0.2434
C -1.90064 1.51292 2.30536 -0.0346
C 0.93328 2.65066 1.66291 -0.0188
C 0.86739 3.90189 -1.27843 -0.0269
C -2.09383 3.89511 -2.19547 -0.0352
C -3.82038 2.20559 -0.03571 -0.0264
H -1.07811 1.12930 2.90791 0.0632
H -2.65864 0.72951 2.24367 0.0861
H -2.35076 2.35152 2.85334 0.0907
H 1.09461 1.68523 2.14115 0.0634
H 0.71982 3.37594 2.45290 0.0884
H 1.86492 2.94557 1.18097 0.0706
H 1.21272 3.35389 -2.15924 0.0758
H 1.72697 4.07299 -0.63106 0.0702
H 0.50271 4.87408 -1.62346 0.0786
H -2.13197 4.88918 -1.74146 0.0838
H -3.09918 3.60071 -2.49411 0.0637
H -1.49640 3.95266 -3.10853 0.0839
H -4.22128 1.27720 0.37660 0.0873
H -4.31376 2.36164 -0.99443 0.0641
H -4.08277 3.02334 0.64183 0.0856
F -0.78455 -1.09405 4.21300 0.1169
C -0.64771 -2.08734 3.32036 -0.6719
F -0.54992 -3.23259 3.99128 0.1409
F -1.74072 -2.11243 2.56719 0.1397
S 0.88342 -1.78238 2.32440 0.5550
O 0.52980 -0.53508 1.61163 -0.4208
O 1.90410 -1.56143 3.31050 -0.2791
N 1.17058 -3.00143 1.47502 -0.3864
S 0.30034 -3.81012 0.33328 0.9135
O -0.81846 -4.53120 0.93870 -0.4450
O -1.14282 -1.58143 -0.56604 -0.4988
C 1.63368 -5.12752 0.26486 -0.7440
F 1.84642 -5.74086 1.42592 0.1177
F 2.80293 -4.62597 -0.17265 0.0884
F 1.23777 -6.05797 -0.62558 0.0842
S -2.61246 0.70625 -2.77566 0.6378
C -1.78330 1.40959 -1.51324 -0.7431
C 3.40558 -1.25516 -0.44341 -0.1136
O 2.61541 -1.39618 -1.62761 -0.3077
P 1.42181 -0.32235 -1.85922 0.7792
O 2.21581 1.03960 -2.19599 -0.3253
C 3.14596 1.09297 -3.27942 -0.1092
O 0.98239 -0.77274 -3.32782 -0.3079
C 0.12018 -1.91755 -3.49478 -0.1012
H 3.86181 -2.22080 -0.24283 0.0824
H 2.79234 -0.97195 0.41422 0.0533
H 4.17847 -0.49946 -0.60043 0.0837
H 3.70728 2.01842 -3.16662 0.0841
H 2.61498 1.09346 -4.23056 0.0847
H 3.82757 0.24162 -3.25029 0.0826
H -0.28937 -1.84416 -4.49864 0.0843
H -0.68120 -1.90553 -2.75613 0.0427
H 0.70915 -2.82993 -3.39322 0.0858
```

- electronic energy (eV) = -114020.2149
- Kohn-Sham gap (spin up / spin down) (eV) = 6.2762 / 6.7828
- expectation value of S² = 3.7783
- E_LUMO (spin up / spin down) (eV) = 2.55 / 1.99
- multiplicity = 4
- net charge = -1

The following is a DFT calculation (wB97M-V/def2-TZVPD) of the molecule C3H5FN2O2.

The geometry in XYZ format:
```
13
Properties=species:S:1:pos:R:3:lowdin_charge:R:1
C -0.25191 -1.27657 0.70598 -0.4799
C 0.16153 1.06281 -0.31011 -0.0409
C 0.42693 0.88180 -1.62423 -0.1490
H 0.78901 -1.66123 -0.85103 0.0683
H -0.70570 -1.49301 -1.22170 0.1012
H -0.40397 -0.02962 2.47888 0.0964
H 0.19230 2.08550 0.08367 0.1446
H 0.25006 -0.03160 -2.18686 0.0916
N -0.09678 -1.95344 -0.51931 0.1385
N -0.14229 0.15236 0.66770 -0.0941
O -0.52681 -1.75365 1.78026 0.0986
O -0.24512 0.76595 1.92348 0.0204
F 0.63422 1.95899 -2.40015 0.0042
```

- electronic energy (eV) = -12982.0964
- SMILES = NC(=O)N(O)/C=C/F
- Kohn-Sham gap (eV) = 9.3209
- E_LUMO (eV) = 0.60
- net charge = 0

The following is a DFT calculation (wB97M-V/def2-TZVPD) of a structure of composition C27H34BrF12N9O6S3SbSn.

The geometry in XYZ format:
```
94
Properties=species:S:1:pos:R:3:lowdin_charge:R:1
Sn 0.28910 2.03981 0.81227 1.1843
O 4.03110 2.30541 -0.14233 0.0911
C 4.50560 1.87271 -1.31683 -0.2586
C 5.64030 2.51191 -1.82703 0.0035
C 6.18690 2.12711 -3.03173 -0.0751
C 5.63500 1.08581 -3.76503 -0.0886
C 4.52460 0.43501 -3.26683 -0.0327
C 3.95630 0.81441 -2.05623 -0.1052
C 2.75530 0.06621 -1.54403 -0.2758
O 1.65000 0.93911 -1.34953 -0.2790
N 3.09070 -0.55039 -0.26313 0.0252
N 2.21890 -0.54699 0.74667 0.0146
C 2.27260 -1.49429 1.60627 -0.2038
C 1.45390 -1.54089 2.77777 -0.5597
Br 0.43510 0.09931 3.12767 0.8152
C 1.36780 -2.58579 3.62007 -0.0841
C 1.92560 -3.91209 3.39127 -0.2297
C 2.49040 -4.61639 4.45607 -0.0317
C 2.98580 -5.89289 4.27277 -0.0773
C 2.89760 -6.50709 3.03227 -0.0814
C 2.30300 -5.83409 1.97677 -0.0700
C 1.83350 -4.54329 2.14757 -0.0442
H 3.16940 1.92141 0.09437 0.0625
H 6.06860 3.31921 -1.25423 0.1221
H 7.04160 2.65951 -3.41613 0.1056
H 6.06410 0.79061 -4.71113 0.1012
H 4.08680 -0.38899 -3.81123 0.1154
H 2.42530 -0.69839 -2.26633 0.1456
H 3.65740 -1.39249 -0.37543 0.1596
H 2.98080 -2.31879 1.49907 0.1340
H 0.81880 -2.45549 4.53947 0.1126
H 2.55050 -4.14649 5.42457 0.1150
H 3.42870 -6.41819 5.10587 0.1049
H 3.27620 -7.51019 2.89567 0.1038
H 2.19340 -6.32529 1.01997 0.1071
H 1.33920 -4.04369 1.32917 0.0981
F -2.94380 1.27821 -2.98143 0.1043
C -2.08320 1.13271 -3.99843 -0.4297
F -2.17140 -0.10929 -4.47533 0.1333
F -2.37970 1.99901 -4.96503 0.1354
S 0.25500 0.69751 -2.07753 0.4598
O -0.71310 1.02441 -1.06283 -0.4494
O 0.25330 -0.62869 -2.56593 -0.2143
N 0.19340 1.81351 -3.15983 -0.2396
S -0.13610 3.17991 -2.45453 0.6229
O -1.51260 3.53311 -2.44353 -0.2530
O 0.55090 3.34951 -1.20583 -0.3990
C 0.79870 4.32421 -3.58673 -0.6563
F 0.70810 5.60271 -3.23513 0.1668
F 0.40670 4.21701 -4.85083 0.1572
F 2.07780 3.95971 -3.51583 0.1473
C -2.64370 -1.33189 -0.97803 -0.1816
N -3.06080 -2.68969 -1.31473 -0.0807
C -3.90760 -3.19039 -0.24023 -0.1782
N -3.21510 -3.18919 1.04547 -0.0874
C -2.80160 -1.82159 1.34177 -0.1843
N -1.93190 -1.29379 0.29517 -0.0939
C -0.76480 -2.15499 0.18017 -0.1872
N -1.12720 -3.53609 -0.13833 -0.0786
C -1.87010 -3.52469 -1.39833 -0.1667
C -2.02290 -4.01749 0.91307 -0.1772
H -3.52690 -0.69039 -0.91353 0.1297
H -1.97430 -0.95819 -1.75513 0.0856
H -4.21540 -4.21299 -0.47773 0.1251
H -4.79760 -2.56139 -0.16553 0.1241
H -2.26430 -1.80129 2.29327 0.1186
H -3.68770 -1.18799 1.41407 0.1187
H -0.23130 -2.14729 1.13487 0.0856
H -0.12280 -1.75919 -0.61233 0.1048
H -2.16980 -4.54899 -1.63973 0.1262
H -1.22130 -3.13289 -2.18543 0.1266
H -1.48630 -4.02669 1.86637 0.1229
H -2.33620 -5.03719 0.67077 0.1255
C -5.88960 3.04161 1.44637 -0.0594
N -4.53590 2.60961 1.71117 -0.0361
C -3.46170 2.52851 0.92477 -0.6875
S -2.08860 1.81991 1.72977 0.6154
N -3.36640 2.90231 -0.33453 0.0030
C -4.28010 3.66921 -1.14923 -0.0515
H -6.55720 2.51711 2.12967 0.0928
H -6.18540 2.80021 0.43027 0.0776
H -5.99930 4.11521 1.61817 0.0930
H -4.32270 2.37171 2.67157 0.1147
H -2.49730 2.67691 -0.80803 0.0715
H -5.05360 3.03921 -1.59133 0.0915
H -3.69180 4.09791 -1.95623 0.0791
H -4.73110 4.47721 -0.57873 0.0919
F 2.28400 3.41861 2.18317 -0.4177
Sb 1.05580 4.55791 3.11327 1.3484
F 2.11950 4.32491 4.63017 -0.3404
F 1.94040 6.09811 2.51047 -0.3393
F -0.28010 5.58831 3.94567 -0.3477
F -0.06620 4.54891 1.53047 -0.4235
F 0.13310 2.97151 3.60767 -0.4637
```

- electronic energy (eV) = -201773.7075
- Kohn-Sham gap (eV) = 8.0178
- expectation value of S² = 0.7518
- E_LUMO (eV) = -0.51
- multiplicity = 2
- net charge = 0

Among the records above, which one has the lowest electronic energy?
C27H34BrF12N9O6S3SbSn